(1)
A molecular structure, C12H17AsF6N3NaOS6. Source: the OMol25 dataset; level of theory: the ωB97M-V functional and the def2-TZVPD basis.

Summary:
Highest occupied orbital energy (alpha / beta): -0.149 / -0.147 Ha
M: 623.59 g/mol
Max |F|: 0.84 eV/Å
Calculated total energy: -165818.88471 eV
LUMO level (alpha / beta): 1.96 / 1.46 eV
<S²>: 0.76
Kohn-Sham gap (alpha / beta): 6.014 / 5.462 eV

Geometry as ORCA input:
```
! wB97M-V def2-TZVPD RIJCOSX def2/J DEFGRID3
* xyz -1 2
Na -0.795 -1.161 -0.332
C -0.991 -2.177 3.248
C -1.189 -0.706 3.161
N -1.160 -0.018 2.060
C -1.399 1.313 2.296
C -1.602 1.646 3.604
S -1.504 0.237 4.569
C -1.401 2.260 1.177
C -1.777 3.571 1.251
S -1.582 4.305 -0.282
C -0.981 2.816 -0.915
N -0.960 1.848 -0.052
C -0.546 2.668 -2.329
H -0.222 -2.487 2.544
H -1.906 -2.704 2.977
H -0.699 -2.473 4.255
H -1.779 2.625 4.012
H -2.166 4.101 2.103
H -0.309 3.631 -2.781
H -1.317 2.162 -2.912
H 0.326 2.015 -2.362
S -1.049 -0.589 -3.203
S -2.751 -1.787 -3.124
S -4.251 -0.598 -2.402
S -3.802 -0.017 -0.588
C 3.667 1.594 -1.656
N 2.749 1.004 -0.712
C 2.354 1.848 0.399
C 2.124 -0.190 -0.904
C 2.468 -0.989 -2.133
O 1.298 -0.605 -0.103
H 4.460 2.113 -1.113
H 3.170 2.323 -2.307
H 4.131 0.832 -2.276
H 3.219 2.081 1.025
H 1.606 1.320 0.982
H 1.922 2.785 0.036
H 3.490 -1.368 -2.070
H 2.376 -0.398 -3.044
H 1.770 -1.821 -2.184
F -1.670 -3.019 0.384
As -0.717 -4.469 0.001
F -2.050 -5.145 -0.857
F -0.195 -3.577 -1.400
F 0.289 -5.815 -0.405
F 0.617 -3.759 0.898
F -1.268 -5.227 1.462
*
```

Mulliken population analysis, charges in e, atoms 1 to 4: number 1, Na, carries 0.85; number 2, C, carries -0.91; number 3, C, carries 0.42; number 4, N, carries 0.36

(2)
A molecular structure, C12H17AuClI2N2OPSe in a non-equilibrium geometry. Source: the OMol25 dataset; level of theory: the ωB97M-V functional and the def2-TZVPD basis.

Summary:
Energy relative to the best compared isomer or geometry (same formula, charge and spin): 143.1 kJ/mol
Highest occupied orbital energy (alpha / beta): -0.536 / -0.539 Ha
M: 801.44 g/mol
Max |F|: 3.72 eV/Å
Calculated total energy: -124781.59539 eV
LUMO level (alpha / beta): -9.57 / -9.81 eV
<S²>: 2.15
Kohn-Sham gap (alpha / beta): 5.009 / 4.853 eV

Geometry as ORCA input:
```
! wB97M-V def2-TZVPD RIJCOSX def2/J DEFGRID3
* xyz 2 3
I -2.834 -2.230 0.704
I -2.893 0.817 2.111
Au 0.722 0.867 -0.144
P 0.455 0.167 -2.378
C -1.207 0.003 -3.071
C 1.275 1.513 -3.269
H 2.340 -1.279 -2.650
H 1.082 -1.544 -3.917
H 0.825 -2.179 -2.272
C 1.257 -1.352 -2.845
H 2.318 1.533 -2.956
H 1.189 1.346 -4.340
H -1.118 -0.165 -4.152
H -1.803 0.904 -2.881
H 0.788 2.447 -2.996
H -1.716 -0.857 -2.623
C -1.463 1.109 0.163
O -2.330 1.198 -0.643
Cl 2.991 0.361 -0.249
C 0.995 -2.146 4.934
N 0.757 -0.709 4.831
C 0.240 -0.125 3.711
Se -0.036 -1.109 2.180
N 0.026 1.198 4.037
C 0.372 1.422 5.381
C 0.522 2.595 6.073
C 1.261 2.582 7.283
C 1.788 1.363 7.771
C 1.600 0.160 7.086
C 0.892 0.214 5.871
H 0.054 -2.698 4.750
H 1.297 -2.258 5.964
H 1.745 -2.482 4.206
H -0.334 1.899 3.392
H 0.123 3.512 5.628
H 1.460 3.514 7.858
H 2.421 1.331 8.683
H 1.986 -0.789 7.469
*
```

Mulliken population analysis, charges in e, atoms 1 to 4: number 1, I, carries 0.03; number 2, I, carries -0.01; number 3, Au, carries 0.38; number 4, P, carries 0.71

(3)
A molecular structure, C12H17BN6O2Zn in a non-equilibrium geometry. Source: the OMol25 dataset; level of theory: the ωB97M-V functional and the def2-TZVPD basis.

Summary:
Energy relative to the best compared isomer or geometry (same formula, charge and spin): 270.8 kJ/mol
Highest occupied orbital energy: -0.272 Ha
M: 353.51 g/mol
Max |F|: 6.05 eV/Å
Calculated total energy: -74847.92817 eV
LUMO level: -0.55 eV
Kohn-Sham gap: 6.846 eV

Geometry as ORCA input:
```
! wB97M-V def2-TZVPD RIJCOSX def2/J DEFGRID3
* xyz 0 1
H 1.823 -2.374 -0.114
N 0.268 -1.469 -1.151
B -1.970 -0.964 -2.333
N -0.929 -1.939 -1.768
C -0.826 -3.265 -1.903
Zn 0.677 0.878 -0.596
H -1.531 -3.817 -2.512
C 0.337 -3.675 -1.254
H 0.733 -4.656 -1.195
C 0.947 -2.550 -0.722
H -2.806 -1.440 -3.041
C 0.280 2.898 0.032
H 0.976 3.280 0.739
H -0.684 2.558 0.424
H 0.085 3.752 -0.602
N -1.101 0.192 -2.971
N -2.675 -0.371 -1.076
N -0.052 0.874 -2.299
N -1.845 0.252 -0.173
C -1.163 0.595 -4.238
C -3.958 -0.329 -0.650
H -1.878 0.105 -4.865
H -4.714 -0.781 -1.287
C -0.186 1.609 -4.482
C -3.990 0.373 0.569
C 0.473 1.760 -3.248
C -2.637 0.759 0.787
H -0.013 2.078 -5.406
H -4.863 0.587 1.183
H 1.218 2.524 -2.983
H -2.213 1.385 1.574
H 1.039 -0.721 -1.297
C 1.929 -0.535 3.247
C 1.578 -0.187 1.788
O 2.467 -0.197 0.884
O 0.343 0.117 1.570
H 2.971 -0.789 3.470
H 1.277 -1.350 3.600
H 1.643 0.359 3.822
*
```

Mulliken population analysis, charges in e, atoms 1 to 4: number 1, H, carries 0.56; number 2, N, carries 0.42; number 3, B, carries 0.18; number 4, N, carries -0.09

Which of these has the lowest M?
C12H17BN6O2Zn

What is the formula in the second record?
C12H17AuClI2N2OPSe

Look up the M of the first one.
623.59 g/mol